No. 1
Density functional theory data (ωB97M-V/def2-TZVPD) for a cluster of 2 separate species, C3H3N2O in total.

The value obtained for the LUMO energy is 4.34 eV. The value obtained for the HOMO energy is -3.25 eV. The calculation puts the energy above the lowest of the compared OMol25 structures with the same formula, charge and spin at 49.58 kcal/mol. For the frontier orbital gap, the calculation gives 0.279 Ha.

Structure (ORCA input):
```
! wB97M-V def2-TZVPD RIJCOSX def2/J DEFGRID3
* xyz -1 1
C -2.72642 -1.00148 0.17977
C 1.32122 0.23837 0.34075
C 0.28675 -0.04478 -0.73913
N -3.54064 -1.41908 0.81787
N 1.19657 0.87779 -0.92176
O 1.96391 1.80056 -1.37224
H 1.03555 0.60292 1.40365
H 2.22671 -0.30461 0.45666
H -1.76365 -0.74969 -0.16557
*
```

What are the Löwdin partial charges on each atom? They are as follows, in elementary charge units: -0.1182, -0.2838, -0.0610, 0.0198, -0.3984, -0.2071, 0.0744, 0.0324, -0.0580



No. 2
Density functional theory data (ωB97M-V/def2-TZVPD) for a cluster of 8 separate species, C42H106N6O6S2 in total.

The value obtained for the LUMO energy is 0.18 eV. The value obtained for the HOMO energy is -7.82 eV. The calculation puts the energy above the lowest of the compared OMol25 structures with the same formula, charge and spin at 66.02 kcal/mol. For the frontier orbital gap, the calculation gives 0.294 Ha.

Structure (ORCA input):
```
! wB97M-V def2-TZVPD RIJCOSX def2/J DEFGRID3
* xyz 0 1
C 9.76389 9.96481 -3.30544
C 9.20849 8.51232 -3.12793
O 9.60652 7.92038 -1.92284
S 9.12563 6.32483 -1.72113
C 10.55591 5.52091 -2.60355
O 9.26226 6.02788 -0.30024
O 7.89451 6.01338 -2.41753
H 9.64996 10.37259 -4.30984
H 10.85216 9.92041 -3.26302
H 9.47000 10.64804 -2.50862
H 8.15061 8.53983 -3.38915
H 9.60538 8.00732 -4.00858
H 10.38302 5.57495 -3.67840
H 10.63367 4.48650 -2.26882
H 11.46511 6.08006 -2.38257
C 4.60333 2.90930 -2.91823
C 4.97501 2.56695 -4.37011
O 6.37476 2.74493 -4.48179
S 7.11310 2.25333 -5.85018
C 7.64618 3.88585 -6.44468
O 8.28834 1.48098 -5.46205
O 6.09616 1.65537 -6.77312
H 5.12572 2.22165 -2.25314
H 3.55631 2.70793 -2.69171
H 4.69124 3.97332 -2.69866
H 4.66330 1.55460 -4.62718
H 4.49688 3.25699 -5.06533
H 7.44546 4.62037 -5.66474
H 7.22864 4.22017 -7.39440
H 8.72961 3.82018 -6.54455
C 14.98531 4.09300 0.82098
C 15.47300 3.01779 1.74887
N 14.43628 2.01122 1.86539
C 13.43998 2.23610 2.93410
C 14.06220 2.09683 4.32941
C 14.95056 0.63014 1.91335
C 15.41782 0.10059 0.52705
H 14.56103 3.76760 -0.12886
H 15.79976 4.76307 0.54573
H 14.15793 4.58031 1.33680
H 16.28909 2.47674 1.26995
H 15.80890 3.36232 2.72692
H 12.99896 3.23083 2.87011
H 12.68668 1.44971 2.88682
H 14.30730 1.07239 4.60969
H 14.90448 2.75603 4.53953
H 13.38307 2.42773 5.11514
H 14.15686 -0.02537 2.27175
H 15.81647 0.59298 2.57436
H 16.18564 -0.65791 0.67950
H 16.07805 0.84158 0.07637
H 14.56471 -0.27075 -0.04075
C 6.08786 3.93473 0.24133
C 6.21504 3.62434 1.68694
N 4.91304 3.83714 2.31457
C 5.04095 4.41431 3.67492
C 5.89471 3.51547 4.59592
C 4.02413 2.68824 2.18883
C 2.64557 2.88542 2.74711
H 5.99155 4.96086 -0.11347
H 5.34372 3.35184 -0.30144
H 7.04310 3.74686 -0.24889
H 6.63085 2.62368 1.80478
H 6.94076 4.32444 2.10081
H 5.58491 5.35620 3.60376
H 4.08643 4.73840 4.08962
H 5.25470 2.74937 5.03362
H 6.75563 3.01275 4.15524
H 6.38524 4.05718 5.40465
H 4.48504 1.80065 2.62225
H 3.81108 2.47744 1.14084
H 2.29902 3.90136 2.55770
H 2.59292 2.72726 3.82429
H 1.95157 2.18795 2.27809
C 12.22923 6.18725 6.25329
C 11.86229 4.85310 5.56617
N 10.59265 4.99361 4.86244
C 10.77737 5.72780 3.60087
C 9.43811 6.30337 3.06083
C 10.07516 3.66335 4.57989
C 9.61754 2.87413 5.79200
H 12.68673 6.93559 5.60616
H 12.87139 5.95295 7.10232
H 11.34208 6.64632 6.68955
H 12.66614 4.42304 4.96869
H 11.77108 4.16074 6.40309
H 11.41861 6.58092 3.82247
H 11.28078 5.11341 2.85441
H 8.84361 5.52308 2.58561
H 8.78550 6.78260 3.79059
H 9.60848 7.08442 2.31986
H 10.80442 3.13083 3.96942
H 9.18844 3.75157 3.95216
H 9.42061 1.84277 5.49936
H 8.70253 3.28660 6.21711
H 10.35236 2.82945 6.59582
C 8.12698 1.44373 -1.97044
C 9.58456 1.16883 -2.09706
N 10.45201 2.06833 -1.28324
C 10.03725 2.31691 0.06989
C 10.20831 1.23349 1.10366
C 11.89035 1.85177 -1.43705
C 12.34502 1.99756 -2.89174
H 7.76429 1.17951 -0.97709
H 7.51581 0.92393 -2.70825
H 7.98180 2.50751 -2.15857
H 9.95063 0.18303 -1.81023
H 9.87191 1.34244 -3.13407
H 8.98738 2.60797 0.10389
H 10.53135 3.25363 0.32781
H 9.87165 1.73283 2.01219
H 11.26916 1.02381 1.24058
H 9.61933 0.34576 0.87313
H 12.42958 2.55818 -0.80592
H 12.17761 0.90892 -0.97163
H 11.81410 2.83901 -3.33695
H 13.41927 2.17165 -2.95312
H 12.16250 1.13089 -3.52709
C 14.48923 0.11779 -9.66030
C 13.83031 0.68382 -8.40820
N 12.55742 1.33493 -8.76594
C 11.46320 0.42740 -9.17585
C 10.50902 1.12451 -10.05460
C 12.16468 2.40161 -7.80332
C 11.72074 1.83551 -6.42723
H 15.47451 -0.30493 -9.46378
H 14.53554 0.90603 -10.41172
H 13.88486 -0.69893 -10.05504
H 13.61464 -0.10526 -7.68783
H 14.55276 1.40221 -8.02079
H 11.78420 -0.42392 -9.77609
H 10.92235 -0.02239 -8.34321
H 11.01507 1.70970 -10.82243
H 9.88594 0.40934 -10.59164
H 9.84123 1.69450 -9.40864
H 11.31067 2.96320 -8.18199
H 12.90690 3.19690 -7.73458
H 11.14841 2.58062 -5.87463
H 12.54393 1.67867 -5.73019
H 10.96502 1.05259 -6.49058
C 9.03646 -3.29833 -1.51192
C 10.34698 -2.58365 -1.18518
N 11.45146 -3.47627 -0.80186
C 11.94156 -4.42419 -1.86019
C 12.55752 -3.84047 -3.11231
C 12.63129 -2.72903 -0.18422
C 12.37416 -2.44978 1.30986
H 9.02280 -3.43577 -2.59313
H 8.17207 -2.65035 -1.36682
H 8.92341 -4.23370 -0.96382
H 10.70308 -2.00455 -2.03720
H 10.14651 -1.85099 -0.40344
H 12.72680 -5.05259 -1.43995
H 11.23773 -5.17315 -2.22320
H 13.48632 -3.27930 -3.00983
H 12.84528 -4.66268 -3.76749
H 11.81380 -3.18155 -3.56047
H 12.78210 -1.77127 -0.68228
H 13.60870 -3.20866 -0.23653
H 12.09723 -3.39714 1.77237
H 11.54451 -1.76695 1.49295
H 13.20597 -2.05283 1.89177
*
```

Here are the Löwdin charges for atoms 1 to 99, given in e: -0.0598, -0.3181, -0.2439, 0.6760, -0.0833, -0.2977, -0.2982, 0.0764, 0.0682, 0.0752, 0.1133, 0.1049, 0.0579, 0.0352, 0.0710, -0.0599, -0.2702, -0.2915, 0.6849, -0.0921, -0.2994, -0.3176, 0.0665, 0.0793, 0.0835, 0.1188, 0.1192, 0.0638, 0.0726, 0.0496, -0.0798, -0.2651, -0.1926, -0.2309, -0.0932, -0.2431, -0.0639, 0.0628, 0.0721, 0.0647, 0.1011, 0.1082, 0.0880, 0.0934, 0.0728, 0.0684, 0.0483, 0.0909, 0.1096, 0.0677, 0.0594, 0.0526, -0.0925, -0.2671, -0.1779, -0.2154, -0.0852, -0.2735, -0.1036, 0.0820, 0.0476, 0.0453, 0.1131, 0.1007, 0.1026, 0.1052, 0.0668, 0.0522, 0.0633, 0.1128, 0.1052, 0.0802, 0.0672, 0.0724, -0.0805, -0.2610, -0.1760, -0.2222, -0.0704, -0.2687, -0.0738, 0.0595, 0.0650, 0.0764, 0.0922, 0.0945, 0.1016, 0.1031, 0.0367, 0.0735, 0.0620, 0.0935, 0.0948, 0.0758, 0.0662, 0.0581, -0.0871, -0.2173, -0.1907



- Which of these has the highest frontier orbital gap?
  C42H106N6O6S2



- Which of these has the highest HOMO energy?
  C3H3N2O



Please write out number 1 again, unchanged.
Density functional theory data (ωB97M-V/def2-TZVPD) for a cluster of 2 separate species, C3H3N2O in total.

The value obtained for the LUMO energy is 4.34 eV. The value obtained for the HOMO energy is -3.25 eV. The calculation puts the energy above the lowest of the compared OMol25 structures with the same formula, charge and spin at 49.58 kcal/mol. For the frontier orbital gap, the calculation gives 0.279 Ha.

Structure (ORCA input):
```
! wB97M-V def2-TZVPD RIJCOSX def2/J DEFGRID3
* xyz -1 1
C -2.72642 -1.00148 0.17977
C 1.32122 0.23837 0.34075
C 0.28675 -0.04478 -0.73913
N -3.54064 -1.41908 0.81787
N 1.19657 0.87779 -0.92176
O 1.96391 1.80056 -1.37224
H 1.03555 0.60292 1.40365
H 2.22671 -0.30461 0.45666
H -1.76365 -0.74969 -0.16557
*
```

What are the Löwdin partial charges on each atom? They are as follows, in elementary charge units: -0.1182, -0.2838, -0.0610, 0.0198, -0.3984, -0.2071, 0.0744, 0.0324, -0.0580